85
Properties=species:S:1:pos:R:3 method="wB97M-V/def2-TZVPD" homo_lumo_gap_ev="4.2 / 5.0" relative_energy_kcal_mol=30.1 e_tot_ha=-13512.84373 s2=2.038 total_charge=-2 e_homo_ev="-0.56 / -1.35" multiplicity=3
Ti 0.73 0.90 1.06
Se 3.23 3.37 4.32
Sb 2.64 1.15 3.54
Se 0.02 0.81 3.39
Se 3.17 0.86 1.01
Se 3.78 -0.37 5.03
S 0.60 -0.19 -5.98
C 0.52 -1.86 -6.39
C 0.56 -2.65 -5.28
C 0.65 -1.92 -4.09
C 0.69 -0.55 -4.27
C 0.73 0.50 -3.30
C 0.96 0.22 -1.95
N 0.82 1.10 -0.97
C 0.59 2.41 -1.31
C 0.45 2.81 -2.67
C 0.26 4.18 -2.96
C 0.24 5.12 -1.97
C 0.41 4.75 -0.61
C 0.44 5.68 0.42
C 0.57 5.25 1.74
C 0.67 3.87 1.98
N 0.68 2.94 1.01
C 0.56 3.37 -0.29
C 0.55 6.20 2.82
C 0.62 6.00 4.18
C 0.53 7.19 4.92
C 0.38 8.29 4.15
S 0.35 7.90 2.47
C 0.49 1.84 -3.66
H 0.45 -2.14 -7.42
H 0.52 -3.73 -5.32
H 0.63 -2.37 -3.11
H 1.30 -0.77 -1.67
H 0.13 4.47 -4.00
H 0.10 6.17 -2.19
H 0.35 6.74 0.20
H 0.72 3.52 3.00
H 0.78 5.04 4.63
H 0.58 7.20 6.00
H 0.30 9.32 4.45
H 0.37 2.11 -4.70
O 1.86 -1.46 2.75
C 1.18 -1.94 1.88
N 0.85 -3.28 1.81
C 0.43 -3.59 0.46
C 0.13 -2.14 -0.04
O -0.53 -1.90 -1.04
N 0.61 -1.25 0.84
C -0.89 -4.28 0.29
C -1.80 -4.41 1.32
C -3.08 -4.85 1.07
C -3.47 -5.16 -0.23
C -2.56 -5.04 -1.27
C -1.27 -4.62 -1.01
C 1.57 -4.27 -0.26
C 1.62 -5.66 -0.29
C 2.70 -6.31 -0.84
C 3.75 -5.58 -1.38
C 3.72 -4.20 -1.34
C 2.63 -3.54 -0.78
H 1.42 -3.92 2.34
H -1.49 -4.16 2.33
H -3.79 -4.93 1.88
H -4.48 -5.49 -0.43
H -2.85 -5.28 -2.28
H -0.55 -4.54 -1.82
H 0.80 -6.22 0.15
H 2.72 -7.39 -0.85
H 4.60 -6.09 -1.81
H 4.53 -3.62 -1.75
H 2.64 -2.46 -0.72
N -2.44 -1.09 1.11
C -2.93 0.18 1.03
C -4.32 0.40 1.01
C -4.79 1.68 1.17
C -3.87 2.71 1.34
C -2.53 2.41 1.28
N -2.04 1.18 1.10
H -2.91 -1.84 0.63
H -1.44 -1.14 1.11
H -4.98 -0.45 0.90
H -5.85 1.88 1.19
H -4.19 3.73 1.53
H -1.80 3.21 1.42